[1]
{"formula": "C37H37FN6O11P2S2SeTi", "method": "ωB97M-V/def2-TZVPD", "orbital_gap_ha": 0.24361, "e_homo_ev": -7.3159, "relative_energy_kcal_mol": 0.00, "species": ["Ti", "N", "C", "C", "P", "O", "O", "O", "P", "O", "O", "O", "H", "H", "H", "H", "H", "H", "H", "H", "F", "C", "C", "C", "C", "O", "C", "C", "N", "C", "C", "C", "C", "C", "C", "N", "C", "C", "N", "C", "C", "C", "O", "O", "H", "H", "H", "H", "H", "H", "H", "H", "H", "H", "H", "H", "H", "H", "H", "H", "H", "H", "Se", "C", "N", "C", "C", "C", "C", "C", "C", "C", "C", "C", "C", "H", "H", "H", "H", "H", "H", "H", "O", "S", "O", "N", "C", "S", "C", "C", "C", "C", "C", "C", "H", "H", "H", "H"], "coordinates": [[-0.284, -1.230, 3.471], [-3.179, 1.157, 3.768], [-2.075, 2.026, 3.292], [-2.601, 3.431, 3.060], [-1.534, 1.269, 1.673], [-0.633, 2.420, 1.009], [-2.825, 1.113, 0.921], [-0.658, 0.044, 2.011], [-0.704, 1.877, 4.473], [-1.294, 2.169, 5.910], [0.320, 2.810, 4.043], [-0.504, 0.342, 4.475], [-3.942, 0.937, 3.135], [-3.514, 1.509, 4.675], [-2.795, 0.172, 3.919], [-3.561, 3.480, 2.530], [-1.838, 3.954, 2.517], [-2.754, 3.944, 4.003], [0.266, 2.375, 1.411], [-1.319, 1.402, 6.474], [1.779, -3.357, -2.271], [0.600, -2.795, -1.923], [0.242, -2.640, -0.649], [-1.089, -2.240, -0.375], [-1.534, -2.208, 1.036], [-0.716, -2.531, 1.966], [-2.875, -1.775, 1.211], [-3.635, -1.404, 0.142], [-3.230, -1.430, -1.115], [-4.152, -0.810, -2.077], [-3.580, 0.346, -2.923], [-4.491, 0.628, -1.802], [-1.932, -1.877, -1.451], [-1.543, -1.985, -2.794], [-0.251, -2.387, -3.037], [0.249, -2.429, -4.298], [1.662, -2.182, -4.635], [1.776, -1.765, -6.073], [0.723, -0.767, -6.477], [-0.679, -1.151, -6.175], [-0.643, -2.510, -5.440], [-3.463, -1.528, 2.583], [-4.634, -1.210, 2.699], [-2.565, -1.398, 3.493], [0.972, -2.972, 0.128], [-4.586, -1.018, 0.321], [-4.923, -1.458, -2.501], [-3.990, 0.422, -3.961], [-2.539, 0.553, -2.796], [-5.521, 1.016, -1.898], [-3.944, 1.021, -0.945], [-2.287, -1.747, -3.519], [2.317, -3.052, -4.518], [1.987, -1.381, -3.981], [1.722, -2.631, -6.730], [2.779, -1.351, -6.210], [0.859, -0.623, -7.494], [0.986, 0.127, -5.997], [-1.211, -1.275, -7.095], [-1.119, -0.433, -5.524], [-0.270, -3.322, -6.070], [-1.657, -2.818, -5.144], [-0.861, -1.548, 8.130], [-0.497, -2.023, 6.457], [-0.419, -2.258, 5.335], [4.876, 1.086, 4.419], [3.609, 1.627, 4.114], [2.585, 0.797, 3.777], [2.822, -0.602, 3.661], [1.718, -1.495, 3.426], [2.069, -2.883, 3.189], [3.377, -3.305, 3.180], [4.410, -2.491, 3.622], [4.102, -1.125, 3.880], [5.128, -0.226, 4.277], [5.791, 1.652, 4.720], [3.501, 2.698, 4.276], [1.639, 1.241, 3.531], [1.250, -3.576, 2.961], [3.586, -4.345, 2.897], [5.476, -2.872, 3.626], [6.063, -0.610, 4.498], [-0.322, 0.997, -3.516], [1.083, 1.219, -3.513], [1.666, 1.119, -4.865], [1.905, 0.252, -2.492], [2.219, 1.014, -1.435], [2.868, 0.445, -0.051], [2.126, 2.455, -1.693], [2.678, 3.515, -0.928], [2.404, 4.829, -1.355], [1.778, 5.171, -2.560], [1.264, 4.116, -3.340], [1.500, 2.822, -2.894], [3.302, 3.276, -0.088], [2.855, 5.675, -0.784], [1.563, 6.253, -2.647], [0.723, 4.249, -4.269]]}

[2]
{"formula": "C29H34FMnO5", "method": "ωB97M-V/def2-TZVPD", "orbital_gap_ha": [0.13275, 0.17454], "e_homo_ev": [-1.5084, -2.6459], "s2": 3.822, "spin_multiplicity": 4, "total_charge": -1, "species": ["C", "C", "C", "C", "H", "H", "C", "H", "H", "C", "H", "H", "C", "C", "C", "O", "O", "O", "O", "C", "H", "H", "H", "C", "H", "H", "H", "O", "H", "H", "C", "C", "H", "H", "H", "H", "H", "H", "Mn", "C", "C", "C", "H", "C", "C", "H", "H", "H", "H", "C", "C", "C", "H", "C", "C", "H", "H", "H", "H", "F", "C", "C", "C", "C", "C", "C", "H", "H", "H", "H"], "coordinates": [[0.309, -0.227, -7.249], [0.013, -0.956, -5.939], [-0.057, 1.269, -7.045], [-0.921, 1.303, -5.767], [-0.626, 1.584, -7.930], [0.854, 1.876, -6.969], [-1.149, -0.164, -5.335], [0.910, -0.913, -5.308], [-0.237, -2.010, -6.119], [-1.186, -0.179, -3.833], [-2.092, -0.552, -5.749], [-1.891, 1.773, -5.985], [-0.353, 1.989, -4.472], [1.736, -0.402, -7.732], [-0.455, -0.889, -8.405], [-1.065, -0.295, -9.277], [2.713, -0.490, -7.001], [1.806, -0.486, -9.073], [-0.348, -2.233, -8.391], [-1.001, -2.883, -9.488], [-0.891, -3.949, -9.287], [-0.510, -2.619, -10.432], [-2.057, -2.599, -9.534], [3.124, -0.756, -9.546], [3.829, 0.011, -9.201], [3.034, -0.753, -10.632], [3.459, -1.737, -9.184], [-0.479, 0.949, -3.327], [-0.748, -1.095, -3.415], [-2.234, -0.088, -3.519], [-1.223, 3.177, -4.094], [1.114, 2.376, -4.513], [1.285, 3.194, -5.227], [1.741, 1.516, -4.786], [1.419, 2.726, -3.517], [-0.821, 3.679, -3.207], [-2.248, 2.846, -3.883], [-1.257, 3.917, -4.906], [-0.199, 0.069, -0.475], [-1.865, 0.216, 0.944], [-2.312, 0.364, -0.416], [-2.051, -0.886, -1.087], [-2.860, 1.214, -0.820], [-1.338, -1.733, -0.187], [-1.230, -1.050, 1.076], [-0.829, -1.462, 2.000], [-2.096, 0.879, 1.772], [-2.475, -1.207, -2.033], [-1.044, -2.764, -0.384], [1.822, 0.925, -0.486], [1.621, 0.002, 0.601], [1.352, -1.286, 0.033], [1.734, 0.218, 1.657], [1.302, -1.142, -1.401], [1.685, 0.207, -1.711], [1.961, 0.587, -2.691], [2.180, 1.949, -0.392], [1.282, -2.212, 0.597], [1.161, -1.950, -2.118], [-0.340, 5.994, 2.058], [-0.280, 4.723, 1.538], [-0.565, 4.542, 0.185], [-0.529, 3.223, -0.327], [-0.207, 2.176, 0.504], [0.044, 2.371, 1.851], [0.027, 3.670, 2.395], [-0.826, 5.382, -0.456], [-0.769, 3.051, -1.378], [0.236, 1.535, 2.528], [0.225, 3.833, 3.454]]}

[3]
{"formula": "CH2Cl3OP", "method": "ωB97M-V/def2-TZVPD", "orbital_gap_ha": 0.30855, "e_homo_ev": -8.6535, "relative_energy_kcal_mol": 86.04, "species": ["C", "O", "P", "Cl", "Cl", "Cl", "H", "H"], "coordinates": [[2.395, -0.092, 1.087], [-0.019, 1.069, -0.548], [-0.065, 0.107, 0.730], [2.934, 1.388, 0.349], [2.874, -1.486, 0.128], [2.759, -0.270, 2.727], [-0.264, 1.942, -0.323], [0.258, -1.238, 0.237]]}

[4]
{"formula": "C22H27BeClO", "method": "ωB97M-V/def2-TZVPD", "orbital_gap_ha": 0.17394, "e_homo_ev": -0.2092, "total_charge": -2, "species": ["C", "C", "C", "H", "C", "C", "H", "H", "H", "H", "Be", "Cl", "C", "C", "C", "H", "C", "C", "H", "H", "H", "H", "C", "C", "C", "C", "C", "C", "C", "C", "C", "C", "C", "C", "O", "H", "H", "H", "H", "H", "H", "H", "H", "H", "H", "H", "H", "H", "H", "H", "H", "H"], "coordinates": [[-1.799, 1.155, 2.131], [-1.632, 2.541, 1.831], [-0.251, 2.794, 1.641], [-2.434, 3.276, 1.755], [0.468, 1.590, 1.843], [-0.487, 0.548, 2.114], [-0.261, -0.435, 2.538], [-2.711, 0.664, 2.481], [0.189, 3.773, 1.449], [1.554, 1.484, 1.927], [-1.080, 0.467, 0.166], [-2.555, 1.216, -0.776], [-0.980, 4.769, -3.782], [0.364, 5.063, -3.383], [0.310, 6.030, -2.328], [1.269, 4.649, -3.825], [-1.066, 6.336, -2.077], [-1.863, 5.557, -2.976], [-2.950, 5.584, -3.053], [-1.278, 4.090, -4.579], [1.166, 6.481, -1.826], [-1.438, 7.060, -1.353], [-2.867, -1.981, 1.123], [-1.923, -3.154, 1.358], [-2.463, -4.358, 0.557], [-0.421, -2.957, 1.128], [0.356, -3.991, 1.636], [1.697, -4.160, 1.354], [2.316, -3.222, 0.545], [1.641, -2.120, 0.064], [2.479, -1.086, -0.678], [3.653, -0.586, 0.191], [3.149, -1.673, -1.935], [0.246, -1.955, 0.349], [-0.350, -0.862, -0.108], [-2.979, -1.787, 0.046], [-2.489, -1.085, 1.630], [-3.856, -2.215, 1.564], [-2.060, -3.415, 2.425], [-2.602, -4.063, -0.494], [-1.779, -5.214, 0.597], [-3.445, -4.665, 0.951], [-0.140, -4.733, 2.253], [2.224, -5.023, 1.746], [3.359, -3.309, 0.294], [1.867, -0.228, -0.982], [4.294, -1.433, 0.484], [4.274, 0.119, -0.381], [3.308, -0.084, 1.104], [2.403, -1.994, -2.670], [3.798, -0.915, -2.398], [3.774, -2.540, -1.671]]}

[5]
{"formula": "C2H6BNO", "method": "ωB97M-V/def2-TZVPD", "orbital_gap_ha": 0.38980, "e_homo_ev": -9.8169, "smiles": "[H]/B=N/[H].CC=O", "relative_energy_kcal_mol": 62.48, "species": ["H", "B", "N", "H", "C", "C", "O", "H", "H", "H", "H"], "coordinates": [[1.048, 2.449, -0.720], [0.366, 2.246, 0.158], [0.075, 1.754, 1.267], [-0.247, 1.339, 2.068], [-0.265, -0.977, -1.024], [-0.115, -1.075, 0.473], [-0.881, -0.882, 1.336], [-1.328, -0.825, -1.255], [0.393, -0.339, -1.792], [0.129, -1.921, -1.181], [0.825, -1.769, 0.671]]}

[6]
{"formula": "C4H6O2", "method": "ωB97M-V/def2-TZVPD", "orbital_gap_ha": 0.38721, "e_homo_ev": -9.6252, "smiles": "O=C1CCOC1", "relative_energy_kcal_mol": 22.81, "species": ["O", "C", "C", "C", "O", "C", "H", "H", "H", "H", "H", "H"], "coordinates": [[0.773, 2.001, 0.866], [0.425, 1.010, 0.273], [-0.977, 0.589, -0.152], [-0.793, -0.939, -0.038], [0.475, -1.131, -0.661], [1.321, -0.177, -0.064], [-1.128, 0.807, -1.218], [-1.727, 1.150, 0.415], [-0.735, -1.282, 1.009], [-1.509, -1.575, -0.564], [2.128, 0.106, -0.741], [1.746, -0.560, 0.875]]}